The following is a quantum chemistry calculation of one molecule with the formula C5H8N2, from the Open Molecules 2025 dataset.

energy relative to the best compared isomer or geometry (same formula, charge and spin) = 69.1 kcal/mol
E = -8292.001 eV
LUMO energy = 0.3 eV

The geometry in XYZ format:
```
15
Properties=species:S:1:pos:R:3:nbo_charge:R:1
C 1.55 0.35 -0.82 -0.584
C 0.81 0.73 1.53 -0.276
C 0.05 -0.26 2.01 -0.258
N -0.92 -0.79 1.01 -0.533
C -0.78 -0.14 -0.11 0.515
N -1.51 -0.30 -1.23 -0.776
C 0.38 0.82 0.07 -0.367
H 1.28 0.25 -1.88 0.185
H 2.37 1.06 -0.72 0.235
H 1.91 -0.62 -0.45 0.218
H 0.00 -0.77 2.97 0.195
H -1.61 -1.52 1.16 0.401
H -1.37 0.33 -2.00 0.411
H -2.24 -0.99 -1.31 0.400
H 0.07 1.83 -0.24 0.234
```